# 1
The following is a DFT calculation (the ωB97M-V functional and the def2-TZVPD basis) of the molecule C6H10Br2 at a distorted geometry.

The geometry in XYZ format:
```
18
Properties=species:S:1:pos:R:3:forces:R:3:mulliken_charge:R:1
C 1.335137 1.265121 0.011939 1.20 0.12 -0.37 0.36
C 0.126822 0.746978 0.010644 1.40 -4.01 -0.20 0.08
C 1.664420 2.698230 -0.146705 -0.95 1.99 0.35 -1.18
C -0.795826 -1.222975 1.233482 0.91 1.37 2.22 -1.26
C -0.960900 -1.100904 -1.302397 -2.71 -0.43 1.18 -1.23
C -0.114158 -0.870051 -0.053785 -3.10 4.16 0.48 -0.01
Br 3.043336 0.155266 -0.023683 -1.66 0.71 0.14 -0.23
Br -1.361610 1.788846 0.046808 -1.21 1.10 0.07 -0.07
H 2.618753 2.760904 -0.643783 0.01 0.29 -0.78 0.39
H 1.913997 3.210217 0.827915 -0.71 -0.52 -0.69 0.26
H 0.778297 3.292463 -0.693856 2.24 -1.32 1.19 0.33
H -0.059196 -1.159119 2.192602 -1.89 0.18 -2.25 0.23
H -1.113285 -2.208654 1.169693 -0.63 -2.10 0.10 0.46
H -1.737002 -0.611238 1.332537 1.10 -0.46 0.34 0.30
H -1.118529 -2.192327 -1.658744 0.37 1.88 0.77 0.33
H -2.014126 -0.577766 -1.053185 2.09 -1.56 -0.82 0.24
H -0.520210 -0.478504 -2.036026 0.30 0.18 -1.36 0.39
H 0.815491 -1.241331 -0.106497 3.25 -1.58 -0.36 0.62
```
Forces are in eV/Å.

Its HOMO-LUMO gap is 9.58 eV. For the total energy, the calculation gives -5382.5778 hartree. Its HOMO energy is -9.1 eV. The molecular weight comes out at 241.954 g/mol. As for the relative energy (zero: lowest compared OMol25 entry of this formula, charge and spin): 22.1 kcal per mole. Its structure (SMILES) is C/C(Br)=C(\Br)C(C)C.

=====

# 2
The following is a DFT calculation (the ωB97M-V functional and the def2-TZVPD basis) of a cluster of 2 separate species, C6H10BrN3 in total at a distorted geometry.

The geometry in XYZ format:
```
20
Properties=species:S:1:pos:R:3:forces:R:3:mulliken_charge:R:1
C -0.316160 -1.680283 -1.522936 0.72 0.24 0.87 0.43
C -1.163088 1.383909 0.026147 0.90 2.39 -0.34 -0.05
C 0.731174 2.694033 -0.488562 0.02 2.05 -1.35 -0.94
C 1.560111 -1.227955 0.641407 2.36 0.04 3.29 -0.77
C -0.500814 -2.128490 -0.225566 -3.26 -3.04 -1.68 -0.41
C -1.776893 0.283109 0.593210 -2.38 0.19 -0.68 -0.46
N -0.037780 -1.324728 -2.576974 0.02 0.56 -1.43 -0.47
N 0.144974 1.470596 -0.054227 -0.46 -0.53 0.31 -0.14
N 0.335365 -1.999430 0.774475 3.39 -0.73 3.13 -0.09
Br -3.718175 0.180256 0.314750 1.48 -0.05 0.45 -0.15
H -1.798360 2.304512 -0.257785 0.69 -1.52 0.13 0.26
H 1.081623 2.672966 -1.591071 -1.11 -0.15 1.36 0.27
H 1.692346 2.988098 -0.031749 -0.43 -0.71 0.53 0.28
H 0.032629 3.580033 -0.288614 0.79 -0.94 -0.68 0.32
H 2.506429 -1.773081 0.333613 -1.45 0.18 -0.39 0.30
H 1.365094 -0.339677 0.098401 0.04 0.65 -0.66 0.30
H 1.927088 -0.872998 1.731771 -1.22 -0.59 -2.20 0.28
H -1.202350 -3.022839 -0.214815 0.70 1.42 0.45 0.25
H -1.354813 -0.426818 1.254464 0.22 -0.41 0.28 0.52
H 0.491602 -2.761214 1.484055 -1.02 0.97 -1.37 0.27
```
Forces are in eV/Å.

Its HOMO-LUMO gap (alpha / beta) is 8.34 / 6.27 eV. For the total energy, the calculation gives -2972.7314 hartree. Its HOMO energy (alpha / beta) is -8.4 / -7.3 eV. The molecular weight comes out at 204.071 g/mol. As for the relative energy (zero: lowest compared OMol25 entry of this formula, charge and spin): 111.3 kcal per mole.

=====

# 3
The following is a DFT calculation (the ωB97M-V functional and the def2-TZVPD basis) of a cluster of 2 separate species, C6H10ClN3OS2 in total at a distorted geometry.

The geometry in XYZ format:
```
23
Properties=species:S:1:pos:R:3:forces:R:3:mulliken_charge:R:1
C 0.006975 -2.894584 3.991171 0.04 1.58 2.87 -0.77
C 1.485841 -0.690530 1.606455 -3.70 3.33 -0.74 0.64
C 2.176727 -2.076189 2.995686 -0.74 -1.07 4.05 0.10
C -1.743598 2.490782 -4.582572 -0.22 -0.78 0.51 -0.50
C -0.525960 2.115520 -3.703613 0.04 1.07 0.08 -0.38
C -1.089357 1.571343 -2.403316 0.09 2.22 0.76 -0.12
H -0.875745 -2.226780 4.256375 0.18 -1.95 -0.29 0.32
H 0.550125 -3.096064 5.058345 -1.35 0.14 -2.73 0.31
H -0.142467 -3.870525 3.425091 0.11 1.58 0.42 0.26
H -0.056780 0.025358 2.832787 -0.02 0.31 0.28 0.23
H 0.360893 0.128627 0.361746 -2.90 0.08 -0.46 0.21
H -2.179391 3.341313 -4.066342 -0.59 -0.28 0.08 0.29
H -2.476936 1.664844 -4.723903 0.56 0.66 0.02 0.36
H -0.090796 3.213950 -3.622735 -0.11 -2.50 0.57 0.25
H 0.205827 1.379473 -4.074923 -0.38 0.58 -0.40 0.35
H -1.711595 2.348749 -1.882800 0.26 -0.78 -0.42 0.26
N 0.824218 -1.822505 3.416879 2.45 0.74 -2.02 0.07
N 0.381451 -0.792049 2.455716 0.20 -3.37 -0.01 -0.26
N 2.504858 -1.305230 1.970585 2.31 -0.20 -2.46 -0.44
O 1.263552 0.156073 0.528770 4.23 -1.33 2.26 -0.39
S 3.199980 -3.023534 3.918131 -0.66 0.19 -0.87 -0.34
S -0.791782 0.202199 -1.623610 -0.07 -0.19 -0.82 -0.29
Cl -1.276039 3.159757 -6.133921 0.27 -0.04 -0.67 -0.18
```
Forces are in eV/Å.

Its HOMO-LUMO gap is 7.06 eV. For the total energy, the calculation gives -1730.5819 hartree. Its HOMO energy is -8.1 eV. The molecular weight comes out at 239.753 g/mol. Its structure (SMILES) is Cn1[nH]c(O)nc1=S.S=CCCCl.

=====

# 4
The following is a DFT calculation (the ωB97M-V functional and the def2-TZVPD basis) of the ion C6H10ClN4O3S with charge +1 at a distorted geometry.

The geometry in XYZ format:
```
25
Properties=species:S:1:pos:R:3:forces:R:3:mulliken_charge:R:1
C -2.052111 1.548759 -1.030355 -2.41 0.12 -0.52 -0.43
C -2.579948 0.319786 -0.670768 -0.88 -1.11 0.41 0.36
C -0.387137 0.118274 -0.795124 1.34 -2.36 -0.15 -0.29
C -3.926296 -0.337451 -0.475335 -3.09 -0.34 0.10 0.59
C 2.930433 0.368016 0.616434 -0.97 -0.21 2.15 -1.02
C 2.363263 -2.030107 0.565117 -0.36 -2.92 -1.73 -0.83
N -1.538977 -0.566978 -0.480766 2.12 1.77 -1.06 0.07
N -0.726360 1.371743 -1.076424 1.48 -0.15 -0.02 0.10
N -4.980585 0.554796 -0.355792 4.94 1.29 -0.28 -0.40
N 2.336039 -0.746329 -0.087443 0.61 -0.12 0.48 0.10
O -4.150657 -1.560760 -0.437714 1.01 2.79 -0.35 -0.58
O 1.357296 -1.766480 -2.075103 -0.88 -1.42 -0.87 -0.56
O 1.908369 0.677815 -2.060758 -0.61 -1.22 0.72 -0.64
S 1.522962 -0.555779 -1.410757 -0.75 3.90 0.61 1.25
Cl -1.642963 -2.212314 -0.052326 1.01 0.62 -0.14 0.13
H -2.510982 2.483784 -1.458029 0.38 -1.28 0.97 0.35
H 2.808516 1.241060 0.054398 -0.80 1.51 -0.49 0.39
H 2.541439 0.421972 1.698592 0.35 0.12 -1.74 0.31
H 3.983988 0.313928 0.660391 1.30 -0.81 0.15 0.39
H 2.150707 -2.848166 -0.298794 0.21 1.74 2.61 0.25
H 3.338778 -2.271252 0.961213 0.63 0.31 -0.31 0.36
H 1.737732 -2.089553 1.460490 -0.58 0.03 -0.48 0.32
H -0.036084 2.102723 -1.260750 -0.19 -0.48 -0.26 0.25
H -4.655902 1.576936 -0.298850 -2.06 -2.22 -0.03 0.24
H -5.825548 0.054936 -0.348352 -1.79 0.42 0.21 0.28
```
Forces are in eV/Å.

Its HOMO-LUMO gap is 9.80 eV. For the total energy, the calculation gives -1537.3940 hartree. Its HOMO energy is -13.7 eV. The molecular weight comes out at 253.691 g/mol. The charge is +1. As for the relative energy (zero: lowest compared OMol25 entry of this formula, charge and spin): 32.4 kcal per mole. Its structure (SMILES) is CN(C)S(=O)(=O)c1[nH+]cc(C(N)=O)n1Cl.

=====

# 5
The following is a DFT calculation (the ωB97M-V functional and the def2-TZVPD basis) of a cluster of 2 separate species, C6H10ClO2P in total at a distorted geometry.

The geometry in XYZ format:
```
20
Properties=species:S:1:pos:R:3:forces:R:3:mulliken_charge:R:1
C 3.644607 0.812550 0.348506 1.64 0.19 0.89 -0.61
C 2.560056 0.338485 -0.007672 -1.60 -1.40 -0.53 1.15
C 4.912813 1.497024 0.299704 0.94 0.67 0.12 -0.81
C -2.951682 -0.778585 1.427749 -0.42 0.09 0.99 -1.51
C -1.779024 -0.975312 -0.853527 -3.29 1.01 1.54 -1.27
C -2.546995 -0.048332 0.178572 0.32 1.14 -0.04 0.33
O -1.760823 1.858775 2.144189 0.06 0.00 -0.70 -0.54
O 1.568940 -0.264705 -0.283967 0.04 0.46 0.08 -0.49
P -1.411139 1.367426 0.779243 -0.25 -1.34 1.06 0.61
Cl -1.546204 2.708802 -0.690233 -0.10 0.84 -0.77 -0.23
H 5.427528 1.276453 -0.662602 -0.26 0.35 0.56 0.26
H 4.527401 2.546178 0.265157 0.90 -0.24 -0.02 0.23
H 5.692930 1.395094 1.147537 -1.71 -0.03 -1.10 0.27
H -3.566490 -1.609765 1.146464 -0.29 -0.73 -0.11 0.42
H -2.144145 -1.120917 2.062146 0.52 -0.32 -0.26 0.36
H -3.541183 -0.187234 2.132554 -0.08 0.29 -0.38 0.40
H -2.464443 -1.790835 -1.087831 0.17 0.00 -0.29 0.40
H -0.900083 -1.348766 -0.452133 1.62 -0.74 1.07 0.34
H -1.531542 -0.405373 -1.683743 0.34 0.84 -1.87 0.38
H -3.473726 0.544057 -0.164352 1.45 -1.09 -0.24 0.32
```
Forces are in eV/Å.

Its HOMO-LUMO gap (alpha / beta) is 8.25 / 6.43 eV. For the total energy, the calculation gives -1186.5378 hartree. Its HOMO energy (alpha / beta) is -9.5 / -8.3 eV. The molecular weight comes out at 180.571 g/mol. As for the relative energy (zero: lowest compared OMol25 entry of this formula, charge and spin): 95.3 kcal per mole.

=====

# 6
The following is a DFT calculation (the ωB97M-V functional and the def2-TZVPD basis) of the molecule C6H10FNO4S.

The geometry in XYZ format:
```
23
Properties=species:S:1:pos:R:3:forces:R:3:mulliken_charge:R:1
N -1.586264 0.164790 1.049620 0.35 -0.32 0.17 -0.51
C -0.949891 -0.692477 0.057577 -0.32 0.10 0.26 0.51
C -1.575887 -0.512680 -1.315406 -0.25 -0.37 -0.02 -0.88
O -1.346019 0.803304 -1.861782 -0.15 -0.01 0.28 -0.32
S 0.161725 1.216781 -2.067662 0.81 0.34 -0.46 1.19
O 0.168277 2.613917 -2.349946 -0.22 -0.15 0.14 -0.64
O 0.788473 0.307151 -2.979075 -0.19 -0.21 0.00 -0.63
C 0.899078 0.912777 -0.478370 -0.43 0.10 0.04 -0.78
C 0.561618 -0.507113 -0.019242 0.25 0.14 -0.15 -0.32
C 1.362904 -0.945286 1.217114 0.14 -0.19 -0.31 -1.02
C 1.096212 -0.215350 2.492751 -0.04 -0.35 -0.34 0.45
O 0.391174 -0.555735 3.363889 -0.38 -0.15 0.76 -0.43
F 1.793378 0.930451 2.586908 0.25 0.55 -0.13 -0.25
H -1.117442 1.040673 1.210766 -0.11 0.16 -0.10 0.17
H -2.561877 0.325702 0.856025 -0.04 0.10 0.01 0.28
H -1.142669 -1.733716 0.338412 0.02 -0.07 -0.04 0.29
H -2.654569 -0.596130 -1.198631 -0.07 0.16 -0.16 0.46
H -1.266929 -1.287863 -2.017834 0.24 0.13 -0.12 0.36
H 0.529305 1.687521 0.189717 0.09 0.07 0.06 0.29
H 1.962654 1.063114 -0.641822 0.11 -0.01 0.03 0.49
H 0.904303 -1.160815 -0.824820 0.01 -0.10 0.03 0.43
H 2.421954 -0.864063 0.971946 0.05 0.10 0.05 0.46
H 1.160495 -1.994956 1.419866 -0.12 -0.03 -0.01 0.39
```
Forces are in eV/Å.

Its HOMO-LUMO gap is 10.45 eV. For the total energy, the calculation gives -1088.4034 hartree. Its HOMO energy is -10.0 eV. The molecular weight comes out at 211.214 g/mol. As for the relative energy (zero: lowest compared OMol25 entry of this formula, charge and spin): 0.0 kcal per mole. Its structure (SMILES) is N[C@H]1COS(=O)(=O)C[C@H]1CC(=O)F.

=====

# 7
The following is a DFT calculation (the ωB97M-V functional and the def2-TZVPD basis) of the ion C6H10FO2 with charge -1 at a distorted geometry.

The geometry in XYZ format:
```
19
Properties=species:S:1:pos:R:3:forces:R:3:mulliken_charge:R:1
C 2.252651 -0.024503 0.090540 -2.16 0.88 -2.30 0.45
C -1.867556 -0.133892 -0.106840 -0.30 0.51 -0.55 -1.63
C -0.289066 1.720418 -0.695776 -0.33 1.52 -2.10 -1.28
C 0.474841 -1.655519 0.805475 -0.94 2.57 2.37 -1.35
C -0.541309 0.549130 0.189702 1.27 -1.14 0.41 0.54
C 0.635692 -0.558036 -0.186883 1.04 1.57 2.70 0.65
O 2.690989 -0.129810 1.221049 0.29 -0.40 1.54 -0.69
O 2.746279 0.491391 -0.918454 0.31 -0.01 -0.53 -0.71
F 0.449802 -0.898503 -1.515016 -0.04 -0.13 0.00 -0.38
H -1.795303 -0.557391 -1.094622 -0.28 0.51 -0.92 0.37
H -2.154516 -1.018279 0.399713 0.18 -0.74 1.41 0.45
H -2.725458 0.523703 0.021387 -0.02 0.33 -0.41 0.38
H -1.191194 2.069894 -1.257653 0.36 -0.67 0.07 0.32
H -0.039559 2.664410 -0.194360 0.58 -0.48 0.24 0.27
H 0.504412 1.433668 -1.428965 -0.58 0.74 0.46 0.31
H 0.945251 -2.561006 0.659746 0.91 -2.02 -0.76 0.44
H 1.012986 -1.172299 1.710913 -0.89 -0.96 -1.23 0.31
H -0.582000 -1.716429 1.071040 0.21 -0.88 0.10 0.24
H -0.526935 0.973049 1.229007 0.39 -1.20 -0.52 0.32
```
Forces are in eV/Å.

Its HOMO-LUMO gap is 7.68 eV. For the total energy, the calculation gives -484.9910 hartree. Its HOMO energy is -3.9 eV. The molecular weight comes out at 133.142 g/mol. The charge is -1. As for the relative energy (zero: lowest compared OMol25 entry of this formula, charge and spin): 0.0 kcal per mole. Its structure (SMILES) is CC(C)[C@@](C)(F)C(=O)[O-].